Formula: C5H7N3
Source: OMol25
Level of theory: ωB97M-V/def2-TZVPD

Properties
HOMO level: -0.281 hartree
ΔE to the lowest compared entry with this formula, charge and spin: 124.63 kcal per mole
Net charge: 0
Orbital gap: 8.555 eV
Calculated total energy: -358.81977 Ha
SMILES: CN1Cc2[nH]ncc21
Strongest force on any atom: 7.28 eV Å⁻¹

Geometry (Å):
C  -2.33  -0.68  0.47
N  -1.32  -0.20  -0.48
C  -1.13  1.25  -0.31
C  0.38  0.84  0.04
N  1.69  0.87  0.41
N  2.24  -0.45  0.09
C  1.27  -1.29  -0.20
C  -0.03  -0.49  -0.23
H  -2.06  -0.37  1.54
H  -3.33  -0.17  0.39
H  -2.68  -1.68  0.28
H  -1.19  1.89  -1.28
H  -1.78  1.56  0.55
H  2.41  1.72  0.24
H  1.44  -2.29  -0.50

---

Formula: C5H8ClN2O
Source: OMol25
Level of theory: ωB97M-V/def2-TZVPD

Properties
HOMO level: -0.469 hartree
ΔE to the lowest compared entry with this formula, charge and spin: 60.25 kcal per mole
Net charge: +1
Orbital gap: 8.702 eV
Calculated total energy: -839.92403 Ha
Strongest force on any atom: 5.60 eV Å⁻¹

Geometry (Å):
C  3.00  -1.29  0.09
C  3.51  -0.03  -0.06
C  1.31  0.01  -0.14
C  -1.75  0.09  -0.47
C  -0.91  0.85  0.49
N  2.38  0.77  -0.20
N  1.63  -1.20  0.20
O  -0.79  2.11  0.33
Cl  5.10  0.49  -0.08
H  3.73  -2.12  0.18
H  -1.42  0.48  -1.51
H  -2.85  0.14  -0.19
H  -1.36  -0.93  -0.22
H  -0.63  0.46  1.46
H  2.41  1.74  -0.31
H  0.95  -1.88  0.34
H  -0.93  2.53  -0.52

---

Formula: C3H11O3S
Source: OMol25
Level of theory: ωB97M-V/def2-TZVPD

Properties
HOMO level: -0.164 hartree
ΔE to the lowest compared entry with this formula, charge and spin: 27.36 kcal per mole
Net charge: -1
Orbital gap: 7.691 eV
Calculated total energy: -744.79903 Ha
Strongest force on any atom: 5.20 eV Å⁻¹

Geometry (Å):
C  -0.06  0.50  0.67
O  1.06  0.05  0.02
C  -1.40  -0.22  0.14
C  -1.54  -0.40  -1.37
S  -1.82  -2.26  -1.96
H  -0.23  1.59  0.64
H  0.09  0.21  1.75
H  -1.34  -1.23  0.52
H  -2.29  0.38  0.65
H  -0.62  -0.03  -1.99
H  -2.48  0.26  -1.63
H  -0.67  -2.73  -1.37
H  1.52  2.74  -0.29
H  1.51  1.15  -0.64
O  1.83  2.13  -0.86
H  2.39  -0.25  2.54
H  1.85  -0.77  1.13
O  2.19  -1.09  2.04

---

Formula: C26H25BIMnN3P
Source: OMol25
Level of theory: ωB97M-V/def2-TZVPD

Properties
HOMO level: -0.548 hartree
Net charge: +2
Orbital gap: 6.805 eV
Calculated total energy: -2984.20900 Ha
Strongest force on any atom: 0.47 eV Å⁻¹

Geometry (Å):
Mn  -1.21  0.77  0.71
N  0.71  2.28  -1.03
P  0.68  0.65  -0.58
C  2.20  0.27  0.23
C  2.25  0.23  1.63
C  3.47  0.03  2.26
C  4.62  -0.12  1.51
C  4.57  -0.08  0.12
C  3.37  0.11  -0.53
C  0.51  -0.29  -2.08
C  -0.29  0.19  -3.11
C  -0.47  -0.57  -4.26
C  0.16  -1.80  -4.38
C  0.97  -2.28  -3.35
C  1.14  -1.54  -2.20
C  -0.32  3.16  -0.77
C  -0.25  4.50  -1.15
C  -1.31  5.32  -0.86
C  -2.43  4.80  -0.20
C  -2.44  3.48  0.13
N  -1.40  2.64  -0.14
H  1.57  2.67  -1.39
H  1.36  0.35  2.22
H  3.51  -0.01  3.34
H  5.57  -0.27  2.01
H  5.48  -0.20  -0.46
H  3.33  0.12  -1.61
H  -0.76  1.17  -3.04
H  -1.08  -0.19  -5.07
H  0.04  -2.38  -5.28
H  1.47  -3.23  -3.46
H  1.78  -1.91  -1.41
H  0.63  4.86  -1.66
H  -1.27  6.36  -1.14
H  -3.28  5.43  0.04
H  -3.28  3.05  0.65
I  -4.34  -1.29  0.76
C  -3.11  0.29  0.26
H  -3.32  1.09  0.98
H  -3.23  0.59  -0.78
B  -0.46  0.82  5.16
C  -0.74  0.82  3.66
N  -0.92  0.80  2.50
H  -1.51  0.42  5.62
H  0.44  0.01  5.28
H  -0.19  1.95  5.48
C  -1.14  -0.87  0.54
C  -1.07  -2.24  0.45
C  -1.54  -2.94  -0.69
C  -1.48  -4.31  -0.68
C  -0.97  -4.98  0.43
C  -0.50  -4.30  1.55
C  -0.54  -2.92  1.57
H  -1.94  -2.40  -1.54
H  -1.84  -4.88  -1.53
H  -0.94  -6.06  0.43
H  -0.11  -4.84  2.40
H  -0.20  -2.36  2.43

---

Among the records above, which one has the lowest net charge? C3H11O3S